[1]
The following is a quantum chemistry calculation of a molecular structure, C22H30FNO6PRuS2, from OMol25.

Element x y z (Å)
Ru: 1.004 -0.559 0.955
C: 4.751 -3.295 0.135
C: 4.030 -2.227 0.926
O: 2.596 -2.340 0.765
P: 1.710 -3.403 1.659
S: -0.120 -2.831 1.052
S: 2.219 -3.392 3.532
O: 1.995 -4.852 1.051
C: 1.704 -5.129 -0.336
C: 2.209 -6.518 -0.639
H: 5.827 -3.166 0.254
H: 4.508 -3.217 -0.925
H: 4.488 -4.290 0.492
H: 4.272 -1.234 0.555
H: 4.265 -2.282 1.990
H: 2.192 -4.378 -0.961
H: 0.628 -5.045 -0.490
H: 3.296 -6.565 -0.560
H: 1.922 -6.803 -1.652
H: 1.781 -7.237 0.059
C: -1.407 4.110 -4.301
C: -2.364 2.994 -3.903
C: -3.812 3.445 -3.774
C: -3.969 4.429 -2.624
C: -3.386 3.859 -1.358
C: -3.817 4.287 -0.124
C: -3.277 3.744 1.038
F: -3.730 4.203 2.218
C: -2.324 2.768 1.011
C: -1.873 2.308 -0.234
C: -0.856 1.260 -0.281
O: -0.465 0.797 0.826
C: -0.428 0.833 -1.566
C: -1.000 1.424 -2.661
N: -1.928 2.384 -2.630
C: -2.395 2.856 -1.413
C: 0.618 -0.225 -1.911
O: 0.673 -0.590 -3.073
O: 1.430 -0.614 -0.990
H: -1.717 4.549 -5.249
H: -0.395 3.722 -4.418
H: -1.378 4.897 -3.547
H: -2.309 2.194 -4.642
H: -4.442 2.569 -3.601
H: -4.128 3.894 -4.716
H: -5.021 4.667 -2.464
H: -3.472 5.372 -2.865
H: -4.584 5.047 -0.041
H: -1.915 2.349 1.918
H: -0.682 1.081 -3.639
C: 2.553 0.703 1.399
H: 3.293 0.092 1.921
H: 2.281 1.532 2.053
H: 2.984 1.089 0.471
C: -1.274 -1.271 3.881
C: 0.108 -0.729 4.035
C: 0.677 -0.682 5.420
O: 0.777 -0.269 3.118
H: -1.930 -0.699 4.543
H: -1.296 -2.311 4.212
H: -1.613 -1.211 2.854
H: -0.096 -0.632 6.184
H: 1.376 0.147 5.511
H: 1.234 -1.612 5.548

Summary:
Expectation value of S²: 0.755
Highest occupied orbital energy (alpha / beta) (eV): -7.704 / -7.629
Gap between HOMO and LUMO (alpha / beta) (eV): 7.25 / 7.11
Spin multiplicity: 2
Net charge: 0

[2]
The following is a quantum chemistry calculation of 2 unconnected molecules or ions with the total composition C2H8N2S2, from OMol25.

Element x y z (Å)
C: 2.111 0.842 -0.053
C: -1.936 -0.629 -0.105
N: -1.454 1.620 0.235
N: -1.362 0.335 0.470
S: 3.346 -0.526 0.353
S: -1.347 -2.259 0.255
H: 1.064 0.568 0.278
H: 2.066 0.862 -1.151
H: -2.704 -0.428 -0.862
H: 2.444 1.763 0.486
H: -2.299 1.752 -0.306
H: -0.511 0.245 1.059
H: 3.137 -1.285 -0.772
H: -2.555 -2.862 0.112

Summary:
Highest occupied orbital energy (eV): -7.680
Gap between HOMO and LUMO (eV): 8.28
Net charge: 0

[3]
The following is a quantum chemistry calculation of a gas-phase ion, C8H10ClN4 (charge +1), from OMol25.

Element x y z (Å)
C: -2.427 -0.702 -2.235
C: -1.216 -1.350 -2.050
C: -2.811 0.042 -1.117
C: -0.474 -1.226 -0.929
C: -2.085 0.252 0.043
C: -0.801 -0.342 0.143
C: 4.322 0.418 -0.476
C: 1.278 0.566 1.056
N: 3.587 0.254 0.521
N: 2.308 0.004 0.626
N: 0.059 -0.082 1.228
N: -0.612 0.353 2.441
Cl: 1.175 2.368 1.526
H: -2.821 -0.891 -3.162
H: -0.765 -2.015 -2.896
H: -3.771 0.608 -1.065
H: 0.453 -1.665 -0.789
H: -2.650 0.914 0.711
H: 5.341 0.353 -0.261
H: 4.119 0.607 -1.561
H: -0.097 1.398 2.701
H: -0.454 -0.377 3.259
H: -1.656 0.513 2.284

Summary:
SMILES string: C=N/N=C(\Cl)N([NH3+])c1ccccc1
Highest occupied orbital energy (eV): -12.696
Gap between HOMO and LUMO (eV): 9.19
Net charge: +1

What are the F_max values for these records? In order: 1.12 3.95 3.83 eV/Å.
What are the E_tot values for these records? In order: -73338.3923 -26851.1737 -26929.5018 eV.